A structure of composition C50H86N13O4Rb at a distorted geometry, computed with the ωB97M-V functional and the def2-TZVPD basis.

As for the LUMO energy: -11.86 eV. As for the charge: +6. The total energy is -2991.3470 Ha. As for the gap between HOMO and LUMO: 7.12 eV.

The geometry in XYZ format:
```
154
Properties=species:S:1:pos:R:3:lowdin_charge:R:1
Rb -4.43558 -0.23184 -2.39705 0.855
C -1.31634 0.46930 -0.03946 -0.019
C -1.28285 -0.84904 -0.68044 -0.357
C 0.15640 -1.38411 -1.30427 -0.321
O 0.10486 -2.29865 -2.15487 -0.045
C 1.33895 -0.71996 -0.83665 -0.064
C 1.25259 0.43266 -0.15475 -0.361
C -0.06961 1.04930 0.27552 -0.292
O -0.23253 2.10612 1.04363 -0.099
O 2.44470 0.88258 0.07858 -0.086
O -2.30548 -1.48496 -0.93268 -0.170
H -2.23973 0.89368 0.32611 0.074
H 2.27117 -1.17927 -1.13058 0.087
C -5.56945 -3.57594 -6.66728 -0.046
C -6.04432 -3.54328 -5.24593 -0.175
N -4.98433 -3.79892 -4.31918 -0.048
C -3.82002 -3.09656 -4.29584 -0.065
C -3.06826 -3.50702 -3.24029 -0.009
N -3.81335 -4.47834 -2.57093 -0.049
C -5.01879 -4.58046 -3.21343 0.053
C -3.46293 -5.34985 -1.43074 0.043
H -5.22248 -4.58495 -6.89003 0.101
H -4.71704 -2.92520 -6.86230 0.077
H -6.37690 -3.37257 -7.37067 0.110
H -6.79808 -4.31133 -5.07255 0.148
H -6.49462 -2.55846 -5.12156 0.136
H -3.59591 -2.34631 -5.03968 0.140
H -2.04201 -3.31451 -2.96432 0.115
H -5.81026 -5.26122 -2.93676 0.182
H -2.38944 -5.33608 -1.24229 0.084
H -3.88627 -6.34283 -1.58203 0.120
H -4.03505 -4.99994 -0.57147 0.083
C -0.36724 5.37794 1.35852 -0.093
C 0.76204 6.16840 0.84806 -0.167
N 2.08828 5.57469 0.99375 -0.035
C 3.17661 6.18003 1.65899 0.036
C 4.36056 5.39310 1.37987 0.045
N 3.94505 4.30495 0.58604 -0.098
C 2.54683 4.39557 0.42436 0.051
C 4.80147 3.32853 -0.01072 -0.007
H -0.19419 4.85141 2.29709 0.049
H -0.75860 4.63081 0.66806 0.075
H -1.23819 5.98223 1.61226 0.073
H 0.72878 7.10927 1.39740 0.141
H 0.58014 6.37226 -0.20714 0.145
H 3.16312 7.09735 2.22885 0.133
H 5.40939 5.60012 1.53323 0.139
H 1.88558 3.68112 -0.04332 0.143
H 5.57514 3.92244 -0.49733 0.120
H 4.24272 2.78041 -0.76932 0.075
H 5.20312 2.71399 0.79495 0.103
C 4.99874 0.48423 -2.47372 -0.030
C 3.85043 0.98646 -3.42191 -0.121
N 3.42424 -0.07991 -4.34937 -0.034
C 4.19060 -0.59260 -5.37800 0.003
C 3.46050 -1.58262 -6.03668 -0.007
N 2.28942 -1.77759 -5.38601 -0.086
C 2.27756 -0.87990 -4.34851 0.033
C 1.35648 -2.87282 -5.56690 0.021
H 5.68565 -0.29554 -2.80267 0.072
H 4.45562 0.06146 -1.62850 0.047
H 5.42234 1.38011 -2.01978 0.065
H 4.10887 1.83178 -4.05967 0.135
H 2.94269 1.24634 -2.87733 0.116
H 5.14376 -0.12247 -5.57004 0.149
H 3.64469 -2.22993 -6.88136 0.150
H 1.53278 -0.78883 -3.57171 0.127
H 0.94566 -3.29847 -4.65139 0.090
H 1.76173 -3.59975 -6.27078 0.115
H 0.46177 -2.46750 -6.03946 0.104
C 2.55361 5.98206 5.72005 -0.036
C 2.21899 4.54142 6.23923 -0.133
N 2.51362 3.58041 5.18603 -0.062
C 1.70881 3.43288 4.04699 0.001
C 2.16187 2.33941 3.34232 0.003
N 3.12979 1.72712 4.12687 -0.067
C 3.29505 2.50836 5.25567 0.031
C 4.09687 0.73014 3.67021 0.016
H 2.08770 6.33328 4.79935 0.061
H 3.62942 5.94967 5.54782 0.084
H 2.31933 6.63324 6.56218 0.095
H 1.14104 4.46824 6.38331 0.130
H 2.76734 4.26050 7.13839 0.142
H 0.91563 4.15458 3.91876 0.109
H 1.85646 1.94926 2.38268 0.096
H 4.00767 2.42807 6.06322 0.179
H 4.69805 1.21034 2.89814 0.094
H 3.56807 -0.12857 3.25657 0.089
H 4.71851 0.27486 4.44118 0.112
C 5.94986 -4.98470 -3.60134 -0.029
C 5.33699 -3.56756 -3.55906 -0.151
N 5.14963 -3.21072 -2.13118 -0.047
C 6.11781 -2.76092 -1.22947 0.013
C 5.52598 -2.59757 0.04137 0.043
N 4.18409 -3.00320 -0.09685 -0.080
C 3.95478 -3.27215 -1.40098 -0.007
C 3.27220 -3.35167 1.03148 0.029
H 6.15213 -5.13784 -4.66140 0.094
H 5.25801 -5.80509 -3.41056 0.088
H 6.82454 -5.05277 -2.95450 0.095
H 4.33222 -3.38857 -3.94182 0.107
H 6.07729 -2.86746 -3.94623 0.127
H 7.16490 -2.76214 -1.49405 0.146
H 5.67959 -2.29572 1.06689 0.134
H 3.06976 -3.75771 -1.78485 0.159
H 2.70410 -2.45195 1.26783 0.079
H 3.74855 -3.35667 2.01187 0.106
H 2.60320 -4.19252 0.84844 0.088
C -6.67617 6.64916 0.37250 -0.048
C -5.22658 6.58528 0.88408 -0.162
N -4.86371 5.25990 1.32694 -0.026
C -5.25405 4.02423 0.71888 0.043
C -4.47961 3.03218 1.32265 -0.001
N -3.59978 3.59725 2.27403 -0.068
C -3.84468 4.94411 2.24187 0.041
C -2.66164 2.88302 3.12412 0.008
H -7.02753 7.63898 0.08112 0.102
H -7.40515 6.22179 1.06101 0.093
H -6.87212 6.01927 -0.49523 0.069
H -4.98948 7.36859 1.60402 0.141
H -4.54232 6.74040 0.04990 0.132
H -5.92259 3.94328 -0.12545 0.131
H -4.32980 1.98526 1.10375 0.103
H -3.32067 5.63331 2.88750 0.163
H -2.31725 1.99177 2.59956 0.076
H -3.11385 2.52045 4.04723 0.107
H -1.83542 3.51720 3.44548 0.089
C -0.39951 -4.73551 0.31285 -0.103
C -0.93047 -3.96092 1.49414 -0.187
C -2.53291 -3.98377 1.52864 -0.068
N -3.07313 -3.20227 2.79382 -0.222
C -2.42959 -3.78130 4.06343 0.028
C -2.77807 -1.70927 2.78717 -0.066
C -4.08851 -1.04841 2.28883 -0.138
C -5.20171 -2.07661 2.42198 -0.136
C -4.60423 -3.42855 2.77046 -0.069
H -0.44091 -5.82441 0.33879 0.103
H 0.66306 -4.49658 0.26852 0.046
H -0.62256 -4.27712 -0.65060 0.055
H -0.50629 -2.98334 1.26496 0.100
H -0.63110 -4.46743 2.41170 0.109
H -2.76029 -5.03089 1.72846 0.135
H -3.02627 -3.57202 0.64821 0.103
H -2.51458 -4.86796 4.06090 0.120
H -2.92420 -3.41335 4.96237 0.119
H -1.37402 -3.50991 4.07858 0.100
H -2.65393 -1.32076 3.79799 0.139
H -1.97669 -1.56351 2.06285 0.109
H -4.32684 -0.22651 2.96394 0.115
H -3.95964 -0.80256 1.23477 0.085
H -6.02082 -1.83933 3.10086 0.134
H -5.71187 -2.25087 1.47463 0.112
H -4.90167 -3.77204 3.76125 0.139
H -4.88547 -4.23767 2.09643 0.129
```